Entry 1:
An isolated molecule of C13H26OS in a non-equilibrium geometry, computed with ωB97M-V/def2-TZVPD.

```
41
Properties=species:S:1:pos:R:3:nbo_charge:R:1
O -4.04 -0.84 2.40 -0.56
S -5.83 0.48 0.50 -0.07
C -3.54 0.18 1.93 0.62
C -3.97 2.91 3.34 -0.61
C 6.35 -1.79 -2.64 -0.60
C -2.00 0.33 1.87 -0.50
C -4.43 1.31 1.40 -0.42
C -5.00 2.19 2.53 -0.40
C 4.88 -1.73 -2.11 -0.40
C -1.43 -0.41 0.64 -0.38
C 4.03 -0.75 -2.87 -0.39
C 0.12 -0.21 0.49 -0.38
C 2.51 -0.84 -2.52 -0.38
C 0.62 -0.74 -0.85 -0.38
C 2.12 -0.41 -1.11 -0.39
H -6.00 -0.64 1.30 0.17
H -4.45 3.71 3.94 0.22
H -3.28 3.36 2.65 0.20
H -3.44 2.24 4.00 0.21
H 6.37 -2.11 -3.68 0.20
H 6.81 -0.78 -2.60 0.20
H 6.92 -2.50 -1.98 0.21
H -1.76 1.38 1.80 0.20
H -1.60 -0.06 2.85 0.23
H -3.85 1.93 0.73 0.23
H -5.64 1.57 3.19 0.22
H -5.64 2.97 2.06 0.21
H 4.88 -1.43 -1.06 0.19
H 4.45 -2.70 -2.11 0.19
H -1.60 -1.48 0.70 0.21
H -1.89 -0.04 -0.24 0.20
H 4.37 0.27 -2.63 0.19
H 4.16 -0.96 -3.95 0.20
H 0.67 -0.71 1.30 0.20
H 0.35 0.85 0.54 0.19
H 2.24 -1.87 -2.64 0.19
H 1.98 -0.25 -3.27 0.20
H 0.02 -0.29 -1.66 0.19
H 0.49 -1.84 -0.88 0.20
H 2.32 0.65 -0.98 0.19
H 2.73 -0.96 -0.41 0.19
```

Calculated values
- Multiplicity: 1
- Lowest unoccupied orbital energy: 0.834 eV
- SMILES: CCCCCCCCCC(=O)[C@@H](S)CC
- E_tot: -984.3485 hartree
- F_max: 2.18 eV Å⁻¹
- Kohn-Sham gap: 9.824 eV

Entry 2:
A structure of composition C31H31BrN5O6SW in a non-equilibrium geometry, computed with ωB97M-V/def2-TZVPD.

```
76
Properties=species:S:1:pos:R:3:nbo_charge:R:1
W -1.01 0.37 -0.52 2.20
O 0.96 -1.43 -4.04 -0.65
C 0.27 -2.59 -3.96 0.45
C 0.72 -3.64 -4.77 -0.30
C 0.07 -4.85 -4.77 -0.09
C -1.05 -5.06 -3.96 -0.23
C -1.51 -4.06 -3.16 -0.11
C -0.85 -2.80 -3.13 -0.30
C -1.36 -1.80 -2.24 0.57
O -0.71 -0.60 -2.09 -0.68
N -2.44 -1.95 -1.53 -0.30
N -2.68 -0.86 -0.76 -0.34
C -3.77 -0.79 -0.03 0.23
C -4.09 0.41 0.67 -0.23
C -5.16 0.46 1.57 -0.11
C -5.57 1.65 2.11 -0.19
C -4.95 2.84 1.72 -0.10
C -3.90 2.83 0.82 -0.27
C -3.44 1.63 0.33 0.39
O -2.38 1.60 -0.53 -0.61
H 0.50 -0.73 -3.58 0.49
H 1.58 -3.45 -5.39 0.25
H 0.43 -5.64 -5.42 0.25
H -1.56 -6.02 -3.99 0.25
H -2.38 -4.20 -2.53 0.24
H -4.46 -1.62 -0.04 0.27
H -5.67 -0.46 1.84 0.25
H -6.39 1.67 2.82 0.26
H -5.31 3.79 2.11 0.26
H -3.45 3.75 0.48 0.25
S -0.28 2.26 -2.13 0.00
C 1.39 2.59 -2.52 0.11
N 1.57 3.62 -3.37 -0.45
C 2.78 4.04 -3.78 0.10
C 3.91 3.41 -3.33 -0.23
C 3.77 2.33 -2.46 -0.05
C 2.51 1.91 -2.06 -0.27
H 0.74 4.09 -3.72 0.45
H 2.81 4.88 -4.46 0.26
H 4.88 3.74 -3.66 0.28
H 4.65 1.81 -2.10 0.26
H 2.38 1.07 -1.39 0.27
Br 3.80 -0.16 1.09 0.11
C 3.05 -1.88 1.19 -0.03
C 3.84 -2.91 1.67 -0.24
C 3.32 -4.18 1.81 -0.09
C 1.99 -4.45 1.50 -0.21
C 1.19 -3.44 1.03 -0.12
C 1.70 -2.14 0.86 -0.21
C 0.76 -1.16 0.36 0.81
O 1.04 -0.03 -0.19 -0.66
O -0.52 -1.38 0.42 -0.65
H 4.88 -2.72 1.92 0.26
H 3.96 -4.98 2.19 0.26
H 1.60 -5.46 1.61 0.26
H 0.16 -3.63 0.76 0.24
C 0.96 3.37 3.59 -0.42
N 0.45 2.71 2.38 -0.37
C 0.19 3.68 1.31 -0.41
C 0.00 1.45 2.33 0.83
O -0.75 1.05 1.32 -0.71
N 0.23 0.55 3.28 -0.38
C 1.32 0.61 4.26 -0.42
C -0.63 -0.63 3.44 -0.41
H 1.47 4.28 3.28 0.24
H 1.68 2.77 4.13 0.23
H 0.14 3.64 4.25 0.23
H -0.32 4.54 1.74 0.23
H -0.44 3.28 0.54 0.22
H 1.13 4.01 0.88 0.22
H 1.07 1.23 5.12 0.23
H 2.24 0.97 3.79 0.23
H 1.50 -0.40 4.62 0.24
H -0.04 -1.54 3.36 0.22
H -1.42 -0.64 2.69 0.22
H -1.09 -0.60 4.42 0.24
```

Calculated values
- Multiplicity: 1
- Lowest unoccupied orbital energy: -10.618 eV
- E_tot: -4963.5967 hartree
- F_max: 1.59 eV Å⁻¹
- Kohn-Sham gap: 4.820 eV
- Charge: +3

Entry 3:
A structure of composition C33H26N9O4Rb in a non-equilibrium geometry, computed with ωB97M-V/def2-TZVPD.

```
73
Properties=species:S:1:pos:R:3:lowdin_charge:R:1
Rb 0.05 -0.44 -0.11 0.97
C 4.70 1.31 -0.28 -0.04
C 4.76 2.63 0.13 -0.05
C 3.59 3.37 0.19 -0.01
C 2.38 2.77 -0.17 -0.22
N 2.33 1.49 -0.55 0.06
C 3.46 0.79 -0.60 -0.13
C 1.09 3.52 -0.14 -0.19
C 1.10 4.92 -0.06 -0.01
C -0.11 5.59 -0.04 -0.04
C -1.28 4.86 -0.09 -0.01
C -1.22 3.47 -0.16 -0.21
N -0.05 2.83 -0.19 0.16
C -2.46 2.65 -0.17 -0.23
C -3.73 3.22 -0.13 -0.01
C -4.85 2.41 -0.09 -0.05
C -4.69 1.04 -0.09 -0.04
C -3.39 0.54 -0.13 -0.13
N -2.32 1.32 -0.17 0.04
H 5.59 0.69 -0.32 0.11
H 5.70 3.08 0.41 0.11
H 3.63 4.39 0.53 0.10
H 3.36 -0.25 -0.92 0.11
H 2.02 5.47 -0.05 0.10
H -0.14 6.67 0.02 0.11
H -2.23 5.38 -0.07 0.10
H -3.87 4.29 -0.13 0.10
H -5.84 2.85 -0.07 0.11
H -5.53 0.36 -0.06 0.11
H -3.21 -0.53 -0.13 0.11
C -1.26 2.14 3.25 0.01
C -0.52 0.93 3.68 -0.37
N -0.02 0.01 2.89 0.06
C 0.57 -0.93 3.70 -0.12
C 0.42 -0.58 5.01 -0.04
N -0.27 0.61 4.99 -0.03
C -0.61 1.39 6.16 -0.07
N 0.56 1.74 6.91 -0.07
N 0.64 1.42 8.22 0.06
N 1.74 1.85 8.69 0.07
C 2.44 2.49 7.69 -0.23
C 3.68 3.12 7.70 -0.01
C 4.11 3.66 6.51 -0.08
C 3.34 3.58 5.34 -0.08
C 2.11 2.97 5.31 0.00
C 1.67 2.42 6.52 -0.16
H -1.32 2.13 2.17 0.05
H -0.75 3.06 3.56 0.08
H -2.27 2.16 3.66 0.09
H 1.05 -1.81 3.30 0.10
H 0.74 -1.04 5.92 0.12
H -1.25 0.82 6.83 0.14
H -1.14 2.28 5.83 0.13
H 4.27 3.16 8.60 0.12
H 5.08 4.16 6.47 0.10
H 3.73 4.02 4.42 0.10
H 1.53 2.89 4.40 0.10
O 0.51 -4.99 0.28 0.01
C 0.92 -3.84 0.19 -0.67
O 0.36 -2.81 -0.28 -0.34
C 2.36 -3.57 0.69 -0.10
C 3.29 -4.60 0.68 0.00
C 4.62 -4.36 1.00 0.02
C 5.01 -3.07 1.34 -0.16
C 4.08 -2.04 1.42 -0.01
C 2.77 -2.30 1.10 -0.06
N 6.41 -2.79 1.60 -0.35
O 7.16 -3.72 1.80 0.08
O 6.75 -1.61 1.68 0.05
H 2.95 -5.59 0.40 0.12
H 5.36 -5.15 0.96 0.12
H 4.40 -1.06 1.73 0.11
H 2.04 -1.49 1.16 0.04
```

Calculated values
- Multiplicity: 1
- Lowest unoccupied orbital energy: -0.645 eV
- E_tot: -2090.9612 hartree
- F_max: 1.63 eV Å⁻¹
- Kohn-Sham gap: 7.456 eV

Entry 4:
A cluster of 2 separate species, C2N4O2 in total in a non-equilibrium geometry, computed with ωB97M-V/def2-TZVPD.

```
8
Properties=species:S:1:pos:R:3:nbo_charge:R:1
C -0.16 -0.02 0.16 0.01
C 1.92 0.08 0.00 0.87
N -2.14 -0.63 0.24 -0.24
N -0.98 -1.00 0.66 -0.43
N -0.86 0.92 -0.46 -0.44
N -2.11 0.52 -0.42 -0.27
O 2.34 1.16 -0.42 -0.76
O 2.32 -1.02 0.24 -0.75
```

Calculated values
- Multiplicity: 1
- Lowest unoccupied orbital energy: 7.144 eV
- E_tot: -445.6400 hartree
- F_max: 3.66 eV Å⁻¹
- Kohn-Sham gap: 6.883 eV
- Charge: -2